(1)
80
Properties=species:S:1:pos:R:3:forces:R:3:mulliken_charge:R:1 method="wB97M-V/def2-TZVPD" charge=0 multiplicity=1 homo_ev=-9.59 orbital_gap_ev=9.121 lumo_ha=-0.0171 smiles="C[N+](=O)[O-].C[N+](=O)[O-].C[N+](=O)[O-].C[N+](=O)[O-].C[N+](=O)[O-].C[N+](=O)[O-].C[N+](=O)[O-].C[N+](=O)[O-].CO.CO.CO.CO" e_tot_ev=-65938.71100
C 5.64094 6.35956 13.84108 0.3591 0.4644 0.1877 0.252
O 5.94159 6.49828 15.23135 -0.1420 -0.2753 -0.0039 -0.540
H 6.57470 6.43300 13.28214 -0.0792 -0.1799 -0.1232 -0.098
H 5.12060 5.43743 13.58178 -0.0423 -0.0228 0.1205 0.369
H 5.03537 7.21875 13.55378 -0.0790 -0.0738 -0.0368 -0.285
H 5.80101 5.65487 15.66712 -0.0070 0.0267 0.0372 0.303
C 6.59427 9.25271 7.31637 0.1037 -0.2676 -1.0538 -0.190
O 6.39610 9.10536 5.89158 -0.1932 -0.2053 0.7148 -0.592
H 7.35669 10.02576 7.41162 -0.2013 0.0390 0.8490 0.294
H 5.64095 9.49469 7.78551 0.0293 0.4321 -0.2215 0.107
H 6.90705 8.31194 7.78170 0.3086 0.0773 -0.1228 0.103
H 7.27946 8.99768 5.52904 -0.1017 -0.0526 -0.2169 0.305
C 5.22839 10.43441 15.47466 -0.2256 -0.9569 -0.8367 -0.191
O 5.89722 11.57354 15.92681 -0.0413 0.4744 0.0698 -0.602
H 4.30675 10.18549 16.01446 0.1031 0.3189 0.3239 0.337
H 4.93264 10.46412 14.41646 0.0960 0.3507 0.0159 -0.092
H 5.87819 9.55456 15.52717 0.0669 0.0952 0.2562 0.116
H 5.82668 12.30859 15.28786 0.1058 -0.3984 0.2309 0.427
C 5.74995 13.10269 12.77508 -1.1585 -0.1752 -0.6724 -0.426
O 6.13653 13.63346 14.03538 0.1387 -0.2457 -0.1353 -0.553
H 5.44338 13.90258 12.09756 0.3539 0.0358 -0.1324 0.408
H 6.49453 12.46695 12.30280 0.5334 0.3893 0.3284 -0.061
H 4.86520 12.45441 12.82463 -0.0437 0.0745 0.4334 0.300
H 5.56472 14.38579 14.21250 0.0589 0.0010 0.0685 0.304
C 10.85278 8.21973 7.97762 0.8949 0.0446 -0.0535 -0.852
N 10.08483 9.33127 8.58463 -0.0787 -0.2778 -0.1908 0.746
O 10.50098 10.44790 8.42921 0.0622 0.4064 -0.1091 -0.496
O 9.10219 9.02799 9.22873 -0.2433 -0.1213 0.1970 -0.361
H 10.21201 7.41019 7.65249 -0.2021 0.0350 0.2474 0.291
H 11.54933 7.92184 8.76187 -0.1639 -0.2858 -0.0247 0.306
H 11.45356 8.60724 7.16013 -0.1834 0.1449 -0.0312 0.339
C 5.12645 5.66169 8.55105 -1.1154 -0.2007 -0.7054 -0.255
N 5.56784 5.26558 7.18377 0.5554 0.1022 -0.4278 0.977
O 4.78764 5.34519 6.26052 -0.0580 0.1107 0.2647 -0.556
O 6.71478 4.85585 7.08201 -0.1788 0.1375 0.0884 -0.583
H 5.72898 5.06089 9.21313 -0.1375 0.3328 0.4786 0.039
H 4.05592 5.45628 8.54848 0.1456 -0.4444 0.3874 0.325
H 5.14650 6.74136 8.67349 0.7342 -0.0023 -0.0863 0.055
C 7.48747 2.68232 12.19447 0.0969 0.2671 0.1224 -0.818
N 6.59408 3.65356 11.50497 -0.4162 -0.0450 0.8258 0.813
O 6.98027 4.78613 11.35039 0.6258 0.5268 -0.3321 -0.380
O 5.48201 3.27499 11.22524 -0.3195 -0.3795 -0.3685 -0.516
H 7.99594 2.11884 11.41832 -0.0424 -0.1823 0.0940 0.310
H 6.85112 2.08314 12.83541 0.0327 -0.2611 -0.2224 0.330
H 8.19166 3.24734 12.79556 0.0895 0.0586 -0.1575 0.270
C 9.36200 6.90768 14.84333 0.1689 -0.2779 1.1010 -0.602
N 10.33856 7.93626 15.33594 -0.5742 0.5656 -0.6046 0.957
O 10.76455 8.70693 14.49032 0.0591 -0.2605 0.3816 -0.546
O 10.61766 7.95230 16.51324 0.1081 -0.1174 -0.0996 -0.555
H 8.63326 7.34883 14.17420 0.3649 0.1182 -0.3390 0.048
H 8.84155 6.53043 15.71984 0.0573 0.0070 -0.0059 0.330
H 9.99940 6.12196 14.44479 -0.2698 0.0192 -0.4262 0.336
C 4.47855 12.48211 9.17210 0.9922 -0.0803 -0.1291 -0.479
N 3.12188 12.19662 9.67290 -0.4732 -0.0164 -0.3952 0.996
O 2.35690 11.59979 8.94343 0.0339 -0.0603 0.0382 -0.558
O 2.85351 12.59079 10.78856 0.1063 0.0155 0.0535 -0.551
H 4.61529 13.55598 9.07837 -0.1003 0.0380 0.4178 0.300
H 4.69164 12.05343 8.19808 -0.5681 -0.2704 0.0044 0.303
H 5.15960 12.03741 9.89728 0.0821 0.3110 0.0496 -0.004
C 9.37333 11.71991 13.44620 -0.8305 0.6279 -0.5034 0.270
N 10.23232 11.97492 12.26525 0.9410 -0.4410 -0.0439 0.983
O 10.92108 11.05288 11.86193 -0.2117 0.1759 0.0772 -0.548
O 10.18198 13.07052 11.74545 -0.1600 0.0225 0.1379 -0.588
H 9.35987 12.60531 14.07398 0.2277 -0.0259 0.0233 0.309
H 9.63357 10.80675 13.96034 0.1873 -0.0703 -0.1659 -0.008
H 8.40148 11.67063 12.95293 -0.1477 -0.3575 0.4703 -0.395
C 6.55487 8.11948 10.77530 -0.3052 1.0923 1.5025 -0.356
N 6.98047 9.26180 11.66290 -0.0413 0.5329 0.8170 1.213
O 7.20260 10.34488 11.15756 -0.2490 -0.2423 -0.2048 -0.605
O 7.09632 9.04888 12.86277 0.0442 -0.1632 -0.5776 -0.535
H 5.87083 8.58512 10.07507 0.5386 -0.2195 -0.6551 0.045
H 5.95368 7.50188 11.43348 0.3219 -0.4669 -0.1752 -0.193
H 7.52524 7.72848 10.48782 -0.4136 -0.4041 -0.7131 0.452
C 1.52816 7.72642 12.75187 -0.5711 0.2741 0.1034 -0.891
N 2.84044 7.71758 12.07108 0.2861 -0.5649 -0.2545 0.872
O 3.43566 8.76486 11.93211 -0.0678 0.0596 0.1259 -0.397
O 3.25139 6.63420 11.68422 -0.0472 0.2997 0.0672 -0.518
H 1.66612 7.74090 13.83068 0.3166 0.0277 -0.0412 0.301
H 0.98335 6.83388 12.46974 0.0962 -0.0337 -0.0981 0.314
H 1.00624 8.63096 12.45194 0.0577 -0.0066 -0.0153 0.323

***

(2)
58
Properties=species:S:1:pos:R:3:forces:R:3:nbo_charge:R:1 method="wB97M-V/def2-TZVPD" charge=0 multiplicity=6 homo_ev="-7.97 / -8.01" orbital_gap_ev="7.975 / 7.917" lumo_ha="0.0003 / -0.0035" e_tot_ev=-108312.55878 e_above_lowest_kj_mol=0.0
Mn 0.47415 -0.77049 0.46472 0.2983 -0.1153 0.0822 1.466
O -3.57840 -2.83491 -3.21901 -0.0226 0.1128 -0.2721 -0.673
C -3.14265 -1.71387 -3.75628 -0.0223 -0.1758 0.0402 0.782
O -3.58260 -1.27934 -4.78982 -0.0379 0.0588 -0.0467 -0.587
C -2.04922 -0.98991 -3.02559 -0.0111 0.0330 -0.0383 -0.265
C -1.43790 0.17033 -3.47056 -0.0328 0.0241 -0.0072 0.182
Cl -1.81588 1.02556 -4.88386 -0.0651 0.0082 0.0126 0.123
N -0.49175 0.54792 -2.56547 0.0244 -0.1120 -0.0093 -0.183
N -0.48519 -0.34051 -1.54595 0.0529 0.1526 0.0029 -0.366
C -1.40480 -1.25540 -1.80340 0.0153 0.0305 0.0431 0.074
C -1.60185 -2.35809 -0.77993 0.1435 -0.0228 -0.0528 0.789
O -2.41120 -3.25041 -1.02649 0.0400 -0.0624 0.1666 -0.642
O -0.89003 -2.26728 0.26703 -0.1069 0.0360 0.0349 -0.817
C 0.45235 1.63922 -2.55081 -0.0283 0.0077 0.0193 0.202
C 1.18545 1.88133 -1.39393 -0.0367 -0.0510 0.1274 -0.219
C 2.11120 2.90727 -1.34107 0.0067 0.0039 -0.0314 -0.175
C 2.32523 3.71740 -2.44429 -0.0153 -0.0132 0.0085 -0.205
C 1.59812 3.47839 -3.59639 -0.0001 0.0043 0.0026 -0.188
C 0.66809 2.45073 -3.65914 0.0647 -0.0517 -0.0619 -0.248
H -3.10073 -3.06904 -2.36524 -0.0651 0.0337 0.1223 0.503
H 1.05714 1.28712 -0.50301 -0.0872 0.0492 -0.0279 0.178
H 2.66159 3.06652 -0.42411 0.0106 -0.0033 0.0093 0.225
H 3.04844 4.52005 -2.40530 0.0053 0.0073 0.0004 0.221
H 1.74909 4.09263 -4.47380 0.0041 0.0040 -0.0050 0.221
H 0.13844 2.29567 -4.57960 0.0428 -0.0098 0.0153 0.239
S 2.17666 -1.11902 2.41154 -0.0918 0.0537 -0.0486 -0.320
C 2.95170 -1.66114 0.98585 0.0164 0.0017 0.0113 -0.083
N 2.40908 -1.45129 -0.19586 -0.1465 -0.0234 -0.0378 -0.695
C 3.13326 -2.01894 -1.22846 0.1103 0.0615 -0.0051 0.197
C 2.79818 -1.98136 -2.57871 0.0010 -0.0018 0.0103 -0.244
C 3.64128 -2.59231 -3.48674 0.0102 -0.0088 -0.0121 -0.191
C 4.81032 -3.23087 -3.06584 -0.0052 0.0033 -0.0020 -0.221
C 5.15414 -3.27025 -1.72603 -0.0149 0.0057 -0.0115 -0.205
C 4.30476 -2.66140 -0.81189 -0.0044 -0.0040 -0.0115 -0.246
S 4.44549 -2.55077 0.92222 -0.0173 0.0232 -0.0016 0.424
H 1.89106 -1.48267 -2.89578 -0.0098 0.0025 -0.0030 0.216
H 3.39200 -2.57758 -4.53941 0.0026 0.0000 -0.0048 0.217
H 5.45429 -3.70294 -3.79509 0.0070 -0.0039 -0.0084 0.218
H 6.05834 -3.76563 -1.40014 0.0178 -0.0120 0.0036 0.222
C -1.97281 0.14897 5.79880 0.0134 0.0144 0.0076 -0.617
C -2.90850 1.25599 5.32330 -0.0465 0.0226 0.0639 -0.225
C -2.21958 2.61576 5.34882 0.0087 0.0031 0.0171 -0.613
C -3.50974 0.95994 3.95122 -0.0424 -0.0050 -0.0352 -0.213
N -2.51323 0.98199 2.88459 0.0770 -0.0571 -0.0385 -0.171
C -1.58775 0.08889 2.54750 -0.0044 0.0150 0.0010 0.196
N -0.87698 0.59561 1.56424 -0.1094 -0.1619 0.0537 -0.436
N -1.39099 1.81336 1.30372 0.0313 0.0655 -0.1035 -0.037
N -2.36591 2.05314 2.08990 -0.0161 0.1236 0.0184 -0.033
H -1.71897 0.29460 6.84822 0.0149 0.0072 0.0048 0.228
H -1.03252 0.15469 5.24241 -0.0007 -0.0066 -0.0098 0.207
H -2.42680 -0.83869 5.70070 -0.0139 -0.0178 0.0095 0.211
H -3.77074 1.29141 5.99762 0.0208 -0.0229 -0.0077 0.216
H -1.34197 2.62414 4.69907 0.0038 0.0038 -0.0051 0.209
H -1.88116 2.84866 6.35786 0.0047 0.0033 0.0149 0.222
H -2.88686 3.41279 5.02012 -0.0102 0.0123 -0.0067 0.218
H -4.24436 1.71584 3.67814 0.0140 -0.0242 -0.0166 0.239
H -3.99109 -0.01813 3.92993 0.0075 0.0117 0.0142 0.222
H -1.45770 -0.88367 2.98944 -0.0049 -0.0336 0.0043 0.252

***

(3)
65
Properties=species:S:1:pos:R:3:forces:R:3:nbo_charge:R:1 method="wB97M-V/def2-TZVPD" charge=0 multiplicity=1 homo_ev=-6.30 orbital_gap_ev=6.939 lumo_ha=0.0236 e_tot_ev=-38776.74060 e_above_lowest_kj_mol=0.0
Sr -20.93111 18.47481 23.67840 0.3663 0.1020 0.7009 1.861
O -19.54689 18.96157 25.60954 -0.0287 0.0868 -0.2071 -1.382
H -19.69139 19.11574 26.54929 0.0430 -0.0775 -0.2622 0.431
O -22.50802 18.38221 21.86642 0.2850 -0.0849 -0.1281 -1.379
H -22.86092 18.66649 21.01677 0.0341 -0.0702 0.2880 0.437
C -20.92619 22.20069 23.83647 0.2815 0.0620 0.1601 0.557
O -21.39163 21.08680 23.91358 -0.2443 -0.0148 -0.2936 -0.634
N -21.65295 23.33802 23.73015 0.1557 -0.0636 0.0802 -0.433
C -21.03978 24.63651 23.75264 0.1568 0.3954 -0.2778 -0.399
C -23.07366 23.26111 23.53629 -0.4614 0.1818 -0.2628 -0.419
H -19.83968 22.39106 23.85453 -0.0186 -0.0716 0.0837 0.116
H -21.24933 25.19945 22.83426 -0.0225 -0.1286 0.0291 0.190
H -19.95718 24.54305 23.83678 -0.0366 -0.0728 0.0563 0.211
H -21.40008 25.24512 24.58687 -0.0106 -0.1229 0.0644 0.194
H -23.59941 23.99843 24.14739 0.1005 -0.0943 0.1888 0.192
H -23.33936 23.48459 22.49491 0.0666 -0.1183 0.0473 0.194
H -23.40450 22.25533 23.77707 -0.0436 0.0036 -0.0053 0.243
C -22.36376 15.09643 24.77197 -0.4156 -0.3381 -0.2937 0.546
O -21.62997 16.05522 24.69244 0.1074 0.4307 -0.0188 -0.645
N -23.15084 14.61445 23.78329 -0.1121 -0.0001 -0.0049 -0.424
C -23.83207 13.33864 23.91718 0.5435 0.2316 -0.1083 -0.399
C -23.27841 15.27879 22.49194 0.4045 -0.4291 -0.1561 -0.437
H -22.47584 14.52311 25.70968 0.1245 -0.0563 -0.0459 0.105
H -24.84960 13.43017 23.54338 -0.1298 -0.0775 0.1227 0.198
H -23.81720 13.01740 24.95641 -0.1634 0.0185 0.0510 0.205
H -23.30564 12.57992 23.32792 -0.1523 -0.0356 -0.0288 0.190
H -22.88753 14.63940 21.68622 -0.0616 -0.0543 0.1937 0.181
H -24.33319 15.45595 22.28294 -0.0129 0.1847 0.0269 0.194
H -22.71634 16.20822 22.45029 -0.2456 0.2410 0.1115 0.287
C -18.70572 16.00770 21.78915 0.0243 -0.0867 -0.0310 0.546
O -19.29256 16.56056 22.69600 -0.2392 0.1787 0.1227 -0.653
N -18.91588 16.21228 20.47455 0.1455 -0.1820 -0.0628 -0.423
C -18.16982 15.49403 19.45973 -0.0703 0.1787 0.2139 -0.399
C -19.94379 17.11657 20.00005 0.2371 0.3799 -0.0591 -0.437
H -17.92865 15.25560 22.00611 0.0469 0.0258 -0.1657 0.111
H -17.36093 14.92805 19.91708 -0.0227 -0.0591 0.0295 0.208
H -17.73320 16.20375 18.75355 -0.0040 -0.0449 -0.0424 0.195
H -18.83010 14.81451 18.91664 0.0617 -0.0309 -0.0694 0.193
H -20.52892 16.61726 19.22757 -0.1421 -0.0054 0.0534 0.192
H -20.58351 17.45690 20.81158 -0.2176 -0.1366 0.0059 0.281
H -19.48627 18.01020 19.55486 -0.0138 -0.1214 -0.0239 0.185
C -23.94572 19.28484 25.63749 -0.4327 0.0847 0.0042 0.564
O -22.85706 18.85394 25.34334 0.1306 -0.1725 -0.0019 -0.643
N -24.89099 18.59602 26.31829 -0.0035 0.3988 -0.1549 -0.427
C -26.17370 19.17275 26.65043 0.0596 -0.3882 0.0245 -0.399
C -24.62928 17.26918 26.79060 0.2635 -0.5597 0.1933 -0.426
H -24.27861 20.30087 25.36579 0.0463 -0.0152 -0.0303 0.109
H -26.33486 20.08647 26.08671 0.0304 0.1356 0.0758 0.211
H -26.24151 19.35314 27.72662 -0.0715 0.1711 -0.0334 0.192
H -26.96063 18.46198 26.38423 -0.0407 0.0859 -0.0293 0.197
H -24.73717 17.21513 27.87921 -0.0909 0.0036 -0.0685 0.193
H -25.30224 16.54053 26.32649 -0.0637 0.0815 0.0570 0.190
H -23.60788 16.99138 26.54079 0.0413 0.1135 -0.0516 0.253
C -17.95576 20.05283 21.92071 0.6303 0.2577 0.4925 0.547
O -18.92116 19.63420 22.52262 -0.5821 -0.2775 -0.5714 -0.668
N -16.91233 20.62556 22.55200 0.2223 -0.0120 -0.2543 -0.416
C -15.77630 21.18875 21.84950 -0.2052 -0.2321 -0.0291 -0.400
C -16.87260 20.64098 24.00587 -0.0020 -0.1208 -0.0014 -0.449
H -17.82260 19.98915 20.82748 -0.1620 0.0479 -0.0082 0.110
H -15.91509 21.09834 20.77189 -0.0709 0.0353 0.0165 0.204
H -14.85676 20.66013 22.11275 -0.0016 0.0475 0.0667 0.196
H -15.66363 22.24398 22.10386 0.0563 0.0213 -0.0219 0.196
H -17.70402 20.05627 24.41276 -0.0514 0.1052 0.0846 0.310
H -15.93051 20.19304 24.33166 -0.0050 0.0670 0.0531 0.192
H -16.91883 21.67165 24.36360 -0.0131 -0.0023 0.1055 0.183

***

Question: Look up the charge of the first one.
Answer: 0